Here is a cluster of 9 separate species, C47H78FN4O24 in total from the Open Molecules 2025 dataset. Energies are from ωB97M-V/def2-TZVPD.

Last column: Löwdin charge in e.
Cartesian coordinates (Å):
C  -6.82722  -4.69443  -2.31868  -0.112
C  -6.12090  -4.75881  -0.95964  -0.276
C  -4.79341  -5.51361  -1.00369  -0.210
C  -3.77705  -4.93310  -2.00779  -0.201
C  -2.39491  -4.63041  -1.41185  -0.219
C  -1.23601  -4.87637  -2.37282  -0.225
C  0.13613  -4.62352  -1.75965  -0.208
C  0.42112  -3.13477  -1.53158  -0.219
C  1.89790  -2.84280  -1.26924  -0.212
C  2.17755  -1.40403  -0.81766  -0.211
C  2.61809  -0.45792  -1.92792  -0.218
C  1.64821  -0.36359  -3.10671  -0.210
C  1.91176  0.85281  -4.00579  -0.193
C  0.92641  1.99458  -3.72446  -0.216
C  0.68814  2.96897  -4.89364  -0.197
C  -0.65565  2.81320  -5.62041  -0.188
C  -1.90024  3.52571  -5.05883  -0.172
C  -2.59672  2.87174  -3.86615  -0.095
N  -1.99061  3.11304  -2.54925  -0.047
C  -2.01397  2.38952  -1.43994  -0.085
N  -1.33420  2.92515  -0.44586  0.194
C  -0.83129  4.06856  -0.95509  -0.337
N  -0.04487  4.90847  -0.30661  0.102
C  0.41493  4.64648  1.06655  -0.142
C  -0.62275  4.96191  2.13612  -0.152
C  -1.29929  6.31737  1.97556  -0.185
F  -0.49974  7.20296  1.24288  -0.062
N  -1.23944  4.21237  -2.23383  0.199
H  -6.52382  -3.82283  -2.90029  0.059
H  -6.59223  -5.57650  -2.92050  0.070
H  -7.91108  -4.66111  -2.20840  0.063
H  -5.94390  -3.74772  -0.58107  0.044
H  -6.77982  -5.24907  -0.23938  0.107
H  -5.00600  -6.55595  -1.25847  0.106
H  -4.35174  -5.51395  -0.00430  0.101
H  -4.18939  -4.00897  -2.42263  0.103
H  -3.64449  -5.62163  -2.84647  0.106
H  -2.23963  -5.22235  -0.50342  0.111
H  -2.36714  -3.58273  -1.09242  0.104
H  -1.35473  -4.21249  -3.23918  0.112
H  -1.30030  -5.90264  -2.74807  0.111
H  0.19524  -5.12466  -0.78802  0.121
H  0.92036  -5.01923  -2.40545  0.085
H  -0.15075  -2.78020  -0.66628  0.108
H  0.06068  -2.57129  -2.40136  0.098
H  2.49400  -3.08548  -2.15385  0.107
H  2.24237  -3.53226  -0.49422  0.115
H  1.26533  -1.00060  -0.35709  0.106
H  2.94848  -1.40402  -0.04626  0.099
H  3.59208  -0.77613  -2.31143  0.106
H  2.74216  0.54276  -1.49182  0.110
H  1.70338  -1.28573  -3.68940  0.114
H  0.62315  -0.31339  -2.71818  0.097
H  1.87102  0.59064  -5.06547  0.111
H  2.92637  1.20944  -3.80581  0.115
H  1.28101  2.55388  -2.85369  0.105
H  -0.01650  1.52831  -3.43237  0.081
H  0.83560  4.00986  -4.58058  0.101
H  1.46613  2.79594  -5.64044  0.110
H  -0.88845  1.74544  -5.68915  0.122
H  -0.52924  3.17032  -6.64347  0.115
H  -1.70509  4.58828  -4.87470  0.108
H  -2.66131  3.51240  -5.84097  0.122
H  -3.63936  3.18289  -3.79518  0.132
H  -2.57571  1.78912  -4.00038  0.137
H  -2.52937  1.44180  -1.37670  0.152
H  0.28413  5.73924  -0.76847  0.156
H  0.68726  3.59350  1.12750  0.128
H  1.31344  5.23972  1.21086  0.131
H  -1.37306  4.17144  2.17016  0.109
H  -0.10306  4.91845  3.09363  0.110
H  -1.46218  6.77126  2.95311  0.109
H  -2.26265  6.23728  1.46793  0.115
H  -1.01947  4.91044  -2.92411  0.169
C  2.95724  -7.43504  -5.22221  -0.101
C  4.15328  -8.09993  -4.56071  -0.098
O  4.46541  -7.17141  -3.51214  0.043
C  3.35333  -6.45735  -3.22042  -0.558
O  3.24235  -5.73286  -2.28376  0.162
O  2.39220  -6.68640  -4.13770  0.063
H  2.21566  -8.12987  -5.60402  0.134
H  3.25196  -6.73819  -6.00776  0.134
H  3.89933  -9.05978  -4.10988  0.136
H  5.01603  -8.21380  -5.20976  0.134
C  5.67457  -6.62927  -0.37959  -0.103
C  6.39173  -5.51898  -1.12244  -0.102
O  7.52825  -5.27837  -0.27308  0.051
C  7.76131  -6.38735  0.45864  -0.576
O  8.72778  -6.55633  1.13463  0.147
O  6.75483  -7.27089  0.31834  0.071
H  5.17877  -7.33635  -1.03404  0.114
H  4.96518  -6.23843  0.35023  0.139
H  6.75737  -5.84787  -2.09680  0.134
H  5.82059  -4.60359  -1.22432  0.102
C  -4.51855  9.71650  4.00193  -0.091
C  -4.04512  8.52503  3.18605  -0.123
O  -4.41940  7.41518  4.00448  0.047
C  -5.43093  7.80559  4.82090  -0.571
O  -6.07643  7.06958  5.49146  0.168
O  -5.60472  9.14134  4.74374  0.051
H  -4.87867  10.55031  3.40743  0.137
H  -3.76702  10.06648  4.71007  0.137
H  -4.57369  8.45225  2.23333  0.135
H  -2.97396  8.50680  3.00944  0.114
C  -1.69176  2.93978  7.12283  -0.099
C  -2.30639  3.19506  5.75496  -0.107
O  -1.14200  3.31930  4.92654  0.021
C  -0.10621  2.67822  5.53079  -0.576
O  0.93946  2.47865  5.00556  0.167
O  -0.44457  2.32089  6.78148  0.073
H  -2.26645  2.26763  7.75220  0.136
H  -1.48376  3.86402  7.66293  0.135
H  -2.89500  2.34634  5.40317  0.130
H  -2.89690  4.10526  5.69632  0.130
C  -5.40808  0.77125  0.31550  -0.126
C  -5.31506  0.52777  1.81346  -0.111
O  -5.67210  -0.85080  1.90788  0.075
C  -5.41570  -1.45730  0.72359  -0.517
O  -5.43859  -2.62159  0.52571  0.168
O  -5.12219  -0.51627  -0.22099  0.054
H  -4.68110  1.48743  -0.06217  0.107
H  -6.40955  1.07722  0.00749  0.136
H  -4.29695  0.65007  2.18979  0.131
H  -6.00085  1.12724  2.40515  0.134
C  10.20264  -5.81023  4.32212  -0.113
C  10.90204  -4.69584  3.56717  -0.120
O  12.03540  -4.42761  4.39792  0.053
C  12.29382  -5.53024  5.14415  -0.575
O  13.26160  -5.68032  5.81354  0.167
O  11.29334  -6.43036  5.01204  0.061
H  9.70942  -6.52724  3.67231  0.119
H  9.49458  -5.43227  5.06196  0.132
H  11.25042  -5.02453  2.58716  0.131
H  10.30472  -3.79472  3.45881  0.126
C  8.19815  -0.61721  -0.99450  -0.102
C  8.31871  -1.56981  0.18445  -0.100
O  6.97376  -2.04741  0.31372  0.064
C  6.35427  -1.92024  -0.87369  -0.568
O  5.30399  -2.41535  -1.14054  0.145
O  7.09583  -1.17751  -1.72314  0.064
H  9.07355  -0.58608  -1.63588  0.133
H  7.92929  0.39336  -0.68383  0.132
H  8.96666  -2.42144  -0.02597  0.134
H  8.62266  -1.09386  1.11175  0.133
C  -9.02320  9.01332  4.45773  -0.120
C  -9.08274  7.62729  3.83998  -0.125
O  -10.48927  7.39856  3.74975  0.057
C  -11.12747  8.59694  3.73275  -0.568
O  -12.27818  8.74753  3.49748  0.176
O  -10.25400  9.59307  4.02029  0.060
H  -8.18958  9.61782  4.11364  0.118
H  -9.01669  8.97358  5.54780  0.139
H  -8.66271  7.60700  2.83086  0.130
H  -8.61963  6.85572  4.44819  0.122

Calculated values
Total charge ... +1
Strongest force on any atom ... 1.54 eV Å⁻¹
Orbital gap ... 8.483 eV
Electronic energy ... -107816.4369 eV

***

Here is a structure of composition C47H82F6N5O21PbS2 from the Open Molecules 2025 dataset. Energies are from ωB97M-V/def2-TZVPD.

Last column: Löwdin charge in e.
Cartesian coordinates (Å):
Pb  -0.35226  -31.94194  0.75274  1.652
C  1.08520  -36.03679  0.60482  -0.510
F  1.63416  -35.39989  -0.50230  0.079
F  1.34824  -37.39398  0.55922  0.100
F  1.79157  -35.55585  1.64864  0.131
S  -0.81236  -35.81442  0.70920  0.714
O  -1.43169  -35.76010  -0.61256  -0.261
O  -1.19318  -36.97376  1.46665  -0.270
N  -0.81004  -34.26702  1.60679  -0.390
S  -1.42881  -34.63793  2.95829  0.548
O  -0.65800  -35.57063  3.71234  -0.251
O  -1.64344  -33.37784  3.72997  -0.305
C  -3.26827  -35.19826  2.60133  -0.626
F  -4.08375  -34.17763  2.87578  0.128
F  -3.57062  -35.57296  1.35897  0.132
F  -3.53320  -36.15468  3.47460  0.166
C  -0.66556  -38.98810  4.14180  -0.118
O  -0.15358  -39.09777  5.46330  -0.187
C  -0.91768  -40.05850  6.24058  -0.174
C  -0.32204  -40.51196  7.62968  -0.190
N  -0.66213  -39.53857  8.65241  -0.075
C  -0.08678  -39.67989  9.97431  -0.179
C  1.46292  -39.56071  10.00321  -0.205
O  1.96858  -38.24135  10.28475  -0.186
C  3.38876  -38.16912  10.47189  -0.126
H  -1.70185  -38.65671  4.07543  0.084
H  -0.71277  -39.95660  3.64392  0.055
H  -0.04328  -38.39917  3.46800  0.081
H  -0.87909  -40.99141  5.67817  0.109
H  -1.93714  -39.72750  6.43870  0.124
H  0.74516  -40.65609  7.46118  0.102
H  -0.75193  -41.46340  7.94285  0.121
H  -0.61722  -38.60385  8.27244  0.084
H  -0.40118  -40.64078  10.38167  0.115
H  -0.38864  -39.00125  10.77207  0.119
H  1.88212  -40.03411  9.11538  0.101
H  1.94939  -40.15177  10.77917  0.112
H  3.84564  -38.69275  11.31163  0.079
H  3.75366  -37.16396  10.68305  0.080
H  4.01867  -38.49978  9.64605  0.080
C  -1.08786  -28.73739  1.80933  -0.054
O  -1.75172  -30.02023  1.56768  -0.384
C  -3.05940  -29.85156  1.21848  -0.231
C  -3.83525  -31.21226  1.14914  -0.129
N  -3.07040  -32.16871  0.32185  -0.107
C  -3.29283  -31.92347  -1.10600  -0.179
C  -2.55582  -32.89647  -2.06534  -0.188
O  -1.18082  -32.86429  -1.70456  -0.357
C  -0.22397  -33.38588  -2.69424  -0.039
H  -1.54415  -28.02841  2.50015  0.110
H  -1.07428  -28.13587  0.90043  0.099
H  -0.03234  -28.83710  2.06238  0.076
H  -3.06504  -29.35804  0.24663  0.122
H  -3.47180  -29.14055  1.93436  0.139
H  -4.88678  -30.99730  0.95891  0.133
H  -3.77269  -31.62988  2.15402  0.116
H  -3.24430  -33.14961  0.48827  0.095
H  -3.04056  -30.89316  -1.35690  0.120
H  -4.36699  -32.02422  -1.26131  0.131
H  -2.76897  -32.58723  -3.08860  0.131
H  -3.05028  -33.86285  -1.96673  0.124
H  -0.45647  -33.05862  -3.70763  0.095
H  -0.13770  -34.47237  -2.68028  0.085
H  0.74460  -32.96294  -2.42762  0.079
C  1.22948  -27.48586  5.31665  -0.038
O  0.49952  -28.52380  4.57048  -0.227
C  0.43216  -29.81410  5.18497  -0.175
C  -0.24511  -30.83068  4.17077  -0.179
N  0.57449  -31.20155  3.01006  -0.161
C  1.65260  -32.05648  3.54635  -0.125
C  2.63713  -32.23491  2.36070  -0.177
O  2.15417  -32.82758  1.12800  -0.348
C  3.22727  -33.00109  0.24080  -0.109
H  2.11728  -27.17462  4.76614  0.088
H  1.26893  -27.82951  6.35031  0.088
H  0.52527  -26.65563  5.37072  0.084
H  -0.16217  -29.70839  6.09256  0.129
H  1.33119  -30.25584  5.61475  0.114
H  -1.22350  -30.49244  3.82953  0.114
H  -0.55973  -31.67820  4.77973  0.082
H  1.08955  -30.33657  2.92868  0.085
H  1.16067  -32.98783  3.82685  0.132
H  2.18544  -31.31046  4.13596  0.129
H  3.63461  -32.61001  2.58970  0.135
H  2.95450  -31.21009  2.16807  0.120
H  3.81241  -33.82881  0.64155  0.085
H  3.94894  -32.18436  0.25639  0.100
H  3.00238  -33.18619  -0.80957  0.096
C  5.13090  -44.88225  1.05950  -0.084
O  4.37231  -43.75975  0.61171  -0.178
C  4.25219  -42.77571  1.57220  -0.261
C  2.96236  -42.07421  1.33174  -0.200
N  3.01277  -41.34506  0.05742  -0.089
C  1.69932  -40.80307  -0.32479  -0.140
C  1.89620  -40.33831  -1.82003  -0.249
O  1.49654  -41.27329  -2.76038  -0.191
C  1.71799  -40.85993  -4.12802  -0.069
H  6.17135  -44.68178  1.31513  0.088
H  5.07851  -45.76819  0.42668  0.089
H  4.63629  -45.15762  1.99098  0.080
H  5.12530  -42.13286  1.46026  0.133
H  4.00570  -43.13100  2.57275  0.128
H  2.90267  -41.25385  2.04698  0.121
H  2.09365  -42.73247  1.34416  0.125
H  3.55450  -41.85583  -0.62505  0.124
H  1.34413  -39.96728  0.27805  0.105
H  0.93027  -41.57391  -0.27512  0.103
H  2.96046  -40.11451  -1.89328  0.108
H  1.33138  -39.41295  -1.93313  0.109
H  2.72170  -40.48470  -4.32771  0.091
H  0.90003  -40.16102  -4.30282  0.082
H  1.39717  -41.73551  -4.69238  0.089
C  -2.29479  -41.68680  -0.71466  -0.011
C  -2.96643  -40.52011  -1.06896  0.004
C  -3.26889  -39.61364  -0.06600  -0.348
C  -2.95296  -39.95262  1.28664  0.023
C  -2.20617  -41.11895  1.57576  -0.036
C  -1.88541  -41.96148  0.57728  -0.315
O  -0.99691  -43.01896  0.90877  0.014
O  -3.77927  -38.41050  -0.37235  0.042
H  -1.95540  -42.41237  -1.43906  0.122
H  -2.98155  -40.26275  -2.11774  0.119
H  -3.30754  -39.26963  2.04439  0.108
H  -1.81549  -41.33913  2.55825  0.097
H  -0.89385  -43.08139  1.86118  0.087
H  -3.04239  -37.82741  -0.17580  0.064
C  -7.37883  -34.70323  4.27066  -0.011
C  -8.43209  -34.35394  3.40507  -0.038
C  -9.75851  -34.41656  3.74417  -0.280
C  -10.10649  -34.78074  5.05589  -0.013
C  -9.12669  -35.07299  5.96010  -0.001
C  -7.77535  -35.05661  5.54071  -0.329
O  -6.77928  -35.30331  6.44734  0.025
O  -10.78739  -34.01892  2.83988  0.009
H  -6.35567  -34.44988  4.03540  0.098
H  -8.05665  -33.94968  2.47662  0.105
H  -11.15457  -34.83568  5.31066  0.121
H  -9.31356  -35.24238  7.01023  0.121
H  -6.22839  -34.52273  6.54117  0.105
H  -10.53118  -33.27709  2.28703  0.090
C  6.82603  -36.54527  1.15677  0.010
C  6.28892  -37.83009  1.54630  0.011
C  5.16287  -38.29764  0.99621  -0.378
C  4.50593  -37.65117  -0.02247  0.020
C  4.97919  -36.32145  -0.35297  -0.008
C  6.10525  -35.81452  0.24744  -0.373
O  6.66839  -34.61257  -0.10209  0.021
O  4.64103  -39.46923  1.41012  0.032
H  7.72847  -36.12848  1.57901  0.113
H  6.80434  -38.44732  2.26725  0.120
H  3.63109  -38.09243  -0.47673  0.099
H  4.48203  -35.77674  -1.14197  0.105
H  7.22260  -34.22608  0.57987  0.097
H  4.11913  -39.97879  0.78597  0.039
C  0.17902  -35.12945  6.70355  -0.098
C  -1.09254  -35.94980  6.77262  -0.172
O  -2.01377  -34.96602  6.82742  0.071
C  -1.49650  -33.69188  6.60328  -0.537
O  -2.13375  -32.62488  6.49474  0.092
O  -0.23653  -33.80557  6.42286  0.082
H  0.86070  -35.48726  5.93193  0.128
H  0.77187  -35.20257  7.61529  0.135
H  -1.05275  -36.61790  7.63295  0.126
H  -1.14551  -36.55988  5.87092  0.105

Calculated values
Total charge ... +1
Strongest force on any atom ... 6.56 eV Å⁻¹
Orbital gap ... 6.477 eV
Electronic energy ... -143722.8130 eV